A structure of composition C28H32N5O4PdS3 at a distorted geometry, computed with ωB97M-V with the def2-TZVPD basis set.

Structure (XYZ):
```
73
Properties=species:S:1:pos:R:3:mulliken_charge:R:1
Pd 0.37 1.35 -2.02 0.728
S 3.22 4.30 -3.99 -0.364
C 2.17 3.24 -3.27 0.184
S 2.01 1.58 -3.67 -0.332
S 1.07 3.60 -2.01 -0.336
C 5.55 -2.59 2.92 -1.571
C 4.70 -1.49 3.50 1.169
C 5.09 -0.89 4.69 -0.838
C 4.34 0.15 5.23 -0.835
C 3.19 0.58 4.61 -0.982
C 2.75 -0.04 3.43 0.063
N 1.60 0.34 2.73 0.100
C 0.46 1.02 3.15 0.121
C 0.08 1.13 4.50 -0.652
C -1.07 1.82 4.86 -0.586
C -1.88 2.39 3.89 -0.775
C -1.54 2.23 2.56 -0.416
C -0.40 1.54 2.17 0.168
C -0.14 1.37 0.68 0.937
O -1.06 1.70 -0.12 -0.515
O 0.94 0.87 0.29 -1.093
C 3.52 -1.08 2.86 0.674
C 3.04 -1.70 1.57 -1.534
H 6.46 -2.72 3.52 0.376
H 5.86 -2.37 1.90 0.354
H 5.02 -3.55 2.90 0.346
H 6.00 -1.22 5.19 0.292
H 4.67 0.64 6.14 0.374
H 2.64 1.43 5.00 0.708
H 1.66 0.35 1.71 0.351
H 0.68 0.66 5.27 0.641
H -1.33 1.89 5.91 0.367
H -2.77 2.95 4.17 0.394
H -2.16 2.63 1.77 0.414
H 1.99 -2.00 1.66 0.326
H 3.63 -2.58 1.30 0.419
H 3.10 -0.99 0.74 0.296
C -3.60 -1.06 -2.29 -1.116
N -3.87 0.35 -2.15 0.323
C -5.08 0.71 -1.44 -0.735
C -4.98 2.10 -0.88 -0.300
C -4.56 3.06 -1.97 -0.699
N -3.34 2.59 -2.61 0.309
C -2.47 3.60 -3.20 -0.996
C -3.01 1.27 -2.73 0.575
O -1.99 0.91 -3.30 -0.776
H -3.51 -1.53 -1.31 0.365
H -2.66 -1.18 -2.83 0.204
H -4.39 -1.56 -2.85 0.339
H -5.22 -0.01 -0.63 0.407
H -5.96 0.62 -2.10 0.270
H -4.22 2.12 -0.09 -0.036
H -5.94 2.41 -0.45 0.379
H -4.36 4.04 -1.56 0.414
H -5.37 3.17 -2.70 0.245
H -2.35 4.43 -2.50 0.351
H -2.88 3.98 -4.14 0.297
H -1.50 3.17 -3.40 0.221
N 0.99 -5.59 -3.84 -0.363
C 0.55 -5.08 -2.66 0.208
O 0.21 -5.79 -1.75 -0.618
C 0.48 -3.57 -2.55 1.013
C 0.65 -2.71 -3.62 -0.966
C 0.50 -1.35 -3.43 -0.928
N 0.18 -0.83 -2.25 0.671
C 0.04 -1.65 -1.22 -0.461
C 0.18 -3.02 -1.33 -0.852
H 1.16 -6.58 -3.85 0.256
H 1.54 -5.03 -4.47 0.181
H 0.88 -3.07 -4.62 0.247
H 0.60 -0.65 -4.25 0.483
H -0.20 -1.17 -0.27 0.624
H 0.05 -3.67 -0.47 0.491
```

## Properties
HOMO energy, eV: -4.570
ΔE to the lowest compared entry with this formula, charge and spin, kJ/mol: 52.85
Kohn-Sham gap, eV: 6.51
Total charge: -1